C35H98N6O11 | ωB97M-V/def2-TZVPD

The geometry in XYZ format:
```
150
Properties=species:S:1:pos:R:3:lowdin_charge:R:1
C 2.96269 -1.26298 2.22527 -0.054
O 4.14847 -1.77363 1.57143 -0.230
C 5.39896 -1.48392 2.17343 -0.184
C 6.62354 -2.17670 1.59364 -0.410
C 7.03058 -1.51628 0.25656 -0.067
N 6.35760 -3.58200 1.35081 0.057
H 2.97487 -0.17316 2.24108 0.090
H 2.85251 -1.59290 3.25828 0.088
H 2.05362 -1.60539 1.73086 0.070
H 5.60361 -0.41508 2.11168 0.120
H 5.32421 -1.74775 3.22837 0.126
H 7.47820 -2.16314 2.27000 0.136
H 7.48449 -0.52934 0.34603 0.069
H 6.20918 -1.41734 -0.45309 0.066
H 7.85185 -2.07771 -0.18889 0.072
H 7.04954 -3.88905 0.68220 0.065
H 5.48452 -3.56174 0.84346 0.024
C 0.36815 7.54640 -1.64496 -0.118
O 0.00554 6.29114 -1.12399 -0.190
C 0.64097 5.22430 -1.87910 -0.161
C 0.34032 3.81038 -1.29381 -0.353
C 0.58615 3.54603 0.21999 -0.022
N 1.09870 2.81887 -2.08857 0.057
H 1.43685 7.63802 -1.45104 0.083
H -0.21279 8.31299 -1.13218 0.092
H 0.23339 7.55132 -2.72659 0.083
H 0.40820 5.24125 -2.94382 0.122
H 1.71957 5.34969 -1.78426 0.113
H -0.70379 3.53894 -1.44960 0.114
H 0.01947 2.66865 0.53172 0.040
H 0.16523 4.35300 0.81975 0.077
H 1.60221 3.29537 0.52476 0.071
H 0.84949 3.01265 -3.04796 0.073
H 2.09601 2.96760 -2.03063 0.046
C -1.51363 -1.62696 6.44304 -0.091
O -1.60793 -1.80356 5.01294 -0.222
C -1.77584 -3.20285 4.69598 -0.187
C -1.63980 -3.41498 3.15485 -0.412
C -1.85900 -4.87611 2.76586 -0.056
N -0.28416 -3.08767 2.70417 0.042
H -1.45294 -0.54034 6.50371 0.085
H -0.61129 -2.11726 6.80840 0.085
H -2.35940 -2.02937 7.00058 0.087
H -1.10908 -3.87364 5.23780 0.122
H -2.78880 -3.46158 5.00431 0.114
H -2.33070 -2.82467 2.55294 0.108
H -1.38334 -5.56868 3.46025 0.080
H -1.51087 -5.03694 1.74554 0.063
H -2.91355 -5.14905 2.72661 0.081
H 0.36243 -3.70639 3.17236 0.079
H -0.01666 -2.17898 3.05462 0.052
C -5.13643 -1.57790 4.09634 -0.093
O -5.54545 -0.32889 3.50397 -0.196
C -4.40447 0.50564 3.10512 -0.139
C -3.70618 1.13734 4.33496 -0.416
C -4.66257 1.69199 5.38035 -0.042
N -2.78907 2.23181 4.00648 0.039
H -4.64951 -1.43950 5.06166 0.076
H -4.38846 -2.09651 3.49660 0.061
H -6.03108 -2.19793 4.15353 0.094
H -3.69549 -0.09167 2.53183 0.106
H -4.82477 1.25502 2.43439 0.108
H -3.10018 0.35518 4.79222 0.102
H -5.46075 0.97060 5.55533 0.076
H -5.14664 2.51992 4.86237 0.081
H -4.25597 2.13498 6.28949 0.081
H -2.00294 1.87014 3.48561 0.074
H -2.27630 2.57122 4.80771 0.087
C -5.53114 -2.69922 0.27972 -0.116
O -4.55172 -3.58266 -0.12624 -0.203
C -3.29422 -3.05851 -0.58156 -0.152
C -2.40777 -4.23906 -1.11477 -0.418
C -0.94929 -3.79478 -1.22990 -0.064
N -2.92206 -4.79782 -2.36726 0.038
H -5.10674 -1.92673 0.92100 0.075
H -6.32048 -3.29059 0.74375 0.096
H -5.92596 -2.21313 -0.61243 0.088
H -3.36553 -2.28541 -1.34662 0.124
H -2.84198 -2.63215 0.31388 0.097
H -2.30185 -5.07299 -0.42090 0.115
H -0.84330 -2.96564 -1.92946 0.064
H -0.24329 -4.60636 -1.40595 0.080
H -0.68241 -3.38844 -0.25432 0.058
H -3.87423 -5.12495 -2.28691 0.066
H -2.35529 -5.60874 -2.57041 0.067
C 3.53034 3.50109 -4.40203 -0.123
O 3.93416 3.50189 -3.08549 -0.224
C 5.22111 3.00060 -2.89070 -0.187
C 5.31543 2.56848 -1.37575 -0.372
C 4.45457 1.31763 -0.95489 -0.038
N 4.93457 3.70378 -0.55264 0.034
H 4.19178 4.10578 -5.02248 0.095
H 2.49861 3.78358 -4.61137 0.086
H 3.60549 2.48894 -4.79953 0.087
H 5.44464 2.17410 -3.56526 0.119
H 5.98077 3.74108 -3.14113 0.122
H 6.32890 2.36248 -1.03145 0.128
H 4.61982 0.38164 -1.48848 0.071
H 3.39769 1.58171 -0.91815 0.039
H 4.76686 1.00664 0.04204 0.059
H 4.08958 4.09999 -0.93880 0.049
H 5.56454 4.46999 -0.74276 0.072
C 0.98870 -0.39565 -1.13809 -0.040
C -0.49271 -0.22353 -0.86525 -0.450
C -0.86332 -0.16108 0.59038 -0.039
O -0.87099 0.94886 -1.58691 -0.100
H 1.23866 -1.42102 -0.86563 0.070
H 1.59255 0.37908 -0.66559 0.066
H 1.26646 -0.46053 -2.19011 0.079
H -1.11292 -0.98971 -1.33044 0.106
H -0.30120 0.59389 1.14007 0.072
H -0.71200 -1.12499 1.07627 0.052
H -1.91992 0.09864 0.65552 0.066
H -0.09449 1.40560 -1.91861 0.015
C -4.12745 1.58558 -4.91392 -0.071
C -3.72150 1.61768 -3.38292 -0.273
O -2.44415 2.25459 -3.44246 -0.132
H -3.39505 1.09108 -5.55200 0.058
H -4.34175 2.60795 -5.22527 0.068
H -5.07387 1.04633 -4.95385 0.061
H -3.50996 0.61524 -3.01082 0.101
H -4.47263 2.15203 -2.80122 0.101
H -1.85155 1.83041 -2.81755 0.007
C 0.65653 0.42278 -5.72395 -0.064
C -0.57390 -0.18293 -5.03915 -0.300
O -0.94711 -1.29870 -5.83123 -0.086
H 0.39556 0.84589 -6.69399 0.076
H 1.37763 -0.36031 -5.95819 0.074
H 1.20093 1.11189 -5.07831 0.049
H -1.41485 0.47836 -4.83032 0.082
H -0.28578 -0.62728 -4.08645 0.093
H -1.54947 -1.86828 -5.34715 0.080
C 4.81926 -4.49225 -1.67957 -0.086
C 3.42826 -3.95698 -1.27050 -0.310
O 3.50384 -3.84390 0.11145 -0.098
H 4.89772 -4.62181 -2.75899 0.066
H 5.09258 -5.42595 -1.18804 0.081
H 5.56683 -3.72652 -1.47247 0.048
H 2.71187 -4.71367 -1.59037 0.102
H 3.20671 -3.00759 -1.75802 0.106
H 3.64427 -2.94630 0.42160 0.026
C -3.34625 2.77389 0.53551 -0.085
C -3.78315 4.12739 1.10631 -0.277
O -4.48539 3.92174 2.33939 -0.116
H -2.51545 2.39760 1.13241 0.044
H -2.89762 2.86583 -0.45362 0.054
H -4.11032 2.00943 0.39452 0.075
H -4.45510 4.63906 0.41727 0.106
H -2.99850 4.85936 1.29772 0.104
H -3.95259 3.45551 2.98774 0.007
```

The highest occupied orbital energy is -9.20 eV. The max |F| is 3.089 eV/Å. Its SMILES is COC[C@H](C)N.COC[C@H](C)N.COC[C@H](C)N.COC[C@H](C)N.COC[C@H](C)N.COC[C@H](C)N.CC(C)O.CCO.CCO.CCO.CCO. As for the HOMO-LUMO gap: 9.581 eV.